Entry from the Open Molecules 2025 dataset: 13 unconnected molecules or ions with the total composition C51H61BF14IN2O44 (ωB97M-V/def2-TZVPD).

XYZ file:
```
174
Properties=species:S:1:pos:R:3:forces:R:3
C 1.31385 -1.59438 -4.39240 -0.03 0.04 -0.09
C 1.84851 -0.70868 -3.29184 0.37 0.03 -0.32
O 1.11942 0.47935 -3.12049 -0.74 0.36 0.15
C 1.94290 -1.32861 -1.93102 -0.02 0.10 0.17
O 0.82854 -2.20504 -1.71633 0.60 0.57 0.12
C 0.88111 -3.45242 -1.14515 -1.15 -0.69 0.41
C 1.68910 -4.47888 -1.93164 1.65 0.17 -0.02
C 3.18463 -4.23223 -2.16709 1.89 3.17 -4.10
O 3.60492 -3.48966 -3.10115 -1.92 -3.53 4.23
I 4.73635 -5.21445 -0.97610 -0.27 -0.03 -0.46
C -0.60030 -3.83578 -1.27886 -0.03 0.33 -1.05
B -1.15593 -3.59411 -2.77120 0.19 -0.67 0.22
O -1.12434 -4.64130 -3.65350 0.20 -0.21 -0.16
O -1.64086 -2.42137 -3.16750 -0.27 0.42 -0.13
C -0.97359 -5.15167 -0.71489 1.38 -0.10 0.25
F -2.28761 -5.34945 -0.91910 -1.96 -0.45 -0.23
C -0.79949 -5.02793 0.76701 -0.18 0.14 -0.31
N 0.60569 -4.63916 1.10680 -0.41 -1.13 -0.10
C 1.49049 -5.86365 0.96098 0.20 0.15 0.01
C 2.00180 -6.29366 2.30528 -0.66 -0.04 0.23
F 3.00761 -7.17415 2.09075 0.57 -0.30 0.00
C 1.14058 -3.40292 0.41228 0.97 0.85 -0.26
C 2.61075 -3.21620 0.83484 -1.17 -0.59 0.31
C 2.87916 -2.04025 1.66096 -0.86 -2.00 1.58
C 4.28005 -1.75692 1.77435 0.19 2.65 -1.66
O 3.21434 -0.97005 1.00058 0.77 2.91 -1.46
O 0.44405 -2.24115 0.84067 -0.41 0.10 0.13
N -0.45728 -2.44480 1.92737 0.12 -0.23 0.59
O -0.87619 -1.45145 2.33504 0.05 0.24 -0.29
H 0.78440 -2.46075 -4.04803 -0.23 -0.36 0.17
H 0.62930 -1.02141 -4.98076 -0.56 0.36 -0.39
H 2.08927 -1.91077 -5.05652 0.62 -0.30 -0.33
H 2.85832 -0.44578 -3.56773 0.64 0.21 -0.06
H 1.29964 1.05556 -3.87070 0.08 0.06 -0.12
H 1.85759 -0.51646 -1.24284 -0.12 0.46 0.70
H 2.91851 -1.75375 -1.78228 0.10 -0.60 0.11
H 1.55953 -5.48210 -1.58675 -0.03 -0.60 0.43
H 1.30741 -4.48674 -2.93021 -0.41 0.16 -0.77
H -1.13140 -3.13094 -0.66757 -0.28 0.70 0.30
H -1.88629 -5.21617 -3.63317 -0.23 -0.31 -0.21
H -1.46741 -1.73436 -2.52230 -0.01 0.47 0.05
H -0.45281 -5.99425 -1.13730 0.34 -0.44 -0.27
H -1.09692 -5.88506 1.31092 0.23 -1.24 0.63
H -1.50169 -4.28030 1.05090 -0.19 0.81 0.44
H 0.59325 -4.47700 2.11133 -0.02 0.59 0.17
H 2.32979 -5.68867 0.31502 0.26 0.35 -0.20
H 0.93269 -6.67761 0.55187 -0.59 -0.35 -0.49
H 1.20866 -6.78876 2.84435 -0.30 -0.33 0.38
H 2.31873 -5.45963 2.91287 0.55 0.37 0.24
H 2.95529 -3.99933 1.48627 0.25 -0.89 -0.40
H 3.25463 -3.04215 0.00091 0.24 -0.52 -0.60
H 2.31722 -1.90967 2.54194 -0.97 0.11 1.20
H 4.91929 -2.02559 0.96862 0.89 -1.03 0.06
H 4.62214 -0.97639 2.40389 0.64 -0.26 1.33
C 5.71235 3.13896 -5.67352 0.02 -0.09 0.02
C 5.47484 3.73469 -4.29909 -0.06 0.11 -0.13
O 4.05415 3.63790 -4.17953 0.15 -0.16 0.26
C 3.64892 2.59954 -4.94453 0.09 0.30 -0.08
O 2.56782 2.10762 -4.88944 -0.35 -0.08 0.01
O 4.61747 2.20504 -5.77169 0.40 0.01 -0.19
F 5.84407 5.02736 -4.21669 -0.12 -0.01 -0.07
H 5.61609 3.89290 -6.45347 -0.06 0.10 0.05
H 6.66436 2.62868 -5.77702 -0.10 -0.21 0.06
H 5.93633 3.18426 -3.47838 0.03 0.05 0.03
C 6.66000 -3.16417 -4.30506 0.11 -0.17 0.04
C 6.37522 -2.30348 -5.51861 -0.11 0.15 0.30
O 6.91326 -1.05474 -5.11598 0.07 -0.02 -0.36
C 7.91534 -1.28898 -4.22123 -0.21 -0.11 0.16
O 8.70369 -0.48619 -3.86609 0.11 0.24 0.04
O 7.85761 -2.56750 -3.78714 -0.10 -0.20 -0.13
F 5.04589 -2.16624 -5.75277 0.11 0.07 0.08
H 5.86873 -3.07805 -3.56246 -0.12 0.07 -0.12
H 6.81907 -4.21089 -4.54751 0.22 0.01 0.03
H 6.86244 -2.63084 -6.43728 -0.08 0.01 -0.07
C 3.33335 -10.05001 -2.49091 -0.17 0.05 0.12
C 3.64022 -8.57195 -2.38332 0.21 -0.02 -0.31
O 2.35497 -7.99775 -2.18311 0.14 0.06 0.25
C 1.58818 -8.94257 -1.56789 0.14 -0.10 -0.19
O 0.56246 -8.70157 -1.02008 -0.32 0.28 0.18
O 2.16120 -10.14539 -1.65189 0.17 -0.16 -0.14
F 4.18340 -8.07318 -3.51809 -0.16 0.03 0.10
H 3.08237 -10.33063 -3.51295 -0.06 0.08 -0.04
H 4.12503 -10.69252 -2.12176 -0.10 -0.03 0.21
H 4.27548 -8.30204 -1.53928 0.10 0.02 -0.06
C -2.29317 -1.44433 5.58541 -0.15 0.14 -0.17
C -2.38123 -2.94418 5.75775 0.26 0.07 0.17
O -2.22159 -3.09263 7.15573 -0.38 -0.13 -0.16
C -2.68668 -1.95008 7.74680 0.16 0.03 -0.21
O -2.92333 -1.84770 8.89984 0.18 0.02 0.21
O -2.83069 -0.97445 6.82925 0.08 -0.09 -0.18
F -1.37171 -3.59555 5.11060 -0.04 0.01 0.06
H -1.25879 -1.11855 5.48347 0.07 -0.09 0.05
H -2.87567 -1.07354 4.74776 -0.16 0.11 0.14
H -3.33003 -3.38800 5.45598 0.04 -0.09 -0.08
C 0.89511 -1.88319 9.33365 -0.05 -0.01 0.09
C 0.70593 -2.89576 8.22249 0.36 0.16 0.05
O 1.92474 -3.60519 8.24569 -0.21 -0.17 0.02
C 2.41933 -3.54936 9.52653 -0.20 0.32 -0.11
O 3.28001 -4.23502 9.94200 0.25 -0.16 0.04
O 1.75915 -2.59734 10.22624 -0.12 0.09 -0.07
F 0.56436 -2.29693 6.99891 0.06 -0.04 0.11
H 1.40225 -0.98812 8.97134 0.02 -0.03 -0.11
H -0.03105 -1.60228 9.82704 0.04 -0.13 0.17
H -0.12069 -3.58570 8.37843 -0.11 0.02 -0.18
C -4.33160 -8.24877 0.76933 -0.01 0.16 -0.11
C -2.85452 -8.58896 0.84067 -0.41 -0.16 0.23
O -2.88317 -9.98661 0.95745 0.28 0.03 -0.27
C -4.01904 -10.44304 0.32869 -0.01 0.33 0.20
O -4.21458 -11.55873 0.01956 -0.03 -0.29 -0.03
O -4.86398 -9.40219 0.11695 0.06 0.14 0.03
F -2.26060 -8.04909 1.95299 0.04 -0.01 -0.13
H -4.76368 -8.15686 1.76650 0.10 -0.03 0.08
H -4.53982 -7.34705 0.19991 -0.09 -0.12 -0.17
H -2.27929 -8.29277 -0.03922 0.14 0.01 0.08
C 0.46704 3.59566 -2.63652 0.09 -0.07 0.06
C 0.58949 5.10404 -2.58013 -0.21 0.02 -0.09
O -0.67352 5.48545 -2.06058 0.14 0.04 0.21
C -1.14551 4.45538 -1.30117 0.34 -0.03 -0.39
O -2.04069 4.53661 -0.53632 -0.31 0.01 0.19
O -0.42928 3.33388 -1.54671 0.11 -0.02 -0.09
F 0.75744 5.66632 -3.80189 -0.10 -0.14 0.03
H 0.01107 3.26640 -3.57067 -0.02 0.12 -0.06
H 1.40979 3.07896 -2.49598 -0.05 -0.08 0.18
H 1.37613 5.46872 -1.91888 0.04 0.09 -0.06
C -2.39117 7.96309 -0.17218 0.07 -0.02 -0.09
C -3.05751 8.95371 -1.10398 -0.06 -0.08 0.27
O -2.41258 10.17696 -0.74812 0.02 -0.08 -0.27
C -1.17690 9.86928 -0.28408 -0.25 -0.16 0.03
O -0.29614 10.65156 -0.13943 0.19 0.25 0.05
O -1.08459 8.55619 -0.01428 -0.13 -0.23 0.01
F -4.38896 9.05868 -0.86038 0.13 0.34 -0.06
H -2.89504 7.92347 0.79166 -0.08 0.08 0.01
H -2.31681 6.96222 -0.58173 0.17 0.03 -0.01
H -2.89147 8.76250 -2.16142 -0.20 0.04 0.07
C -5.53481 -2.29353 10.28631 -0.13 -0.15 0.09
C -6.31485 -2.00416 11.55257 -0.14 0.17 -0.23
O -7.65622 -2.05972 11.09530 0.04 -0.22 0.19
C -7.70459 -2.89908 10.02140 0.27 0.25 0.11
O -8.68821 -3.35453 9.55771 -0.26 -0.07 -0.14
O -6.44917 -3.13707 9.56768 0.22 0.06 0.04
F -6.05672 -0.76929 12.04722 -0.08 -0.05 -0.09
H -5.35167 -1.38496 9.71726 -0.03 0.13 0.07
H -4.59591 -2.80261 10.46074 -0.01 -0.19 -0.06
H -6.17831 -2.73607 12.34955 0.03 0.06 0.08
C 0.16327 13.92274 -0.09385 0.10 -0.08 -0.11
C -0.49481 14.93308 -1.00902 0.00 0.13 0.29
O 0.15533 16.13931 -0.64583 0.06 -0.05 -0.28
C 1.39869 15.82178 -0.17620 -0.30 -0.20 0.04
O 2.27865 16.59379 -0.02520 0.19 0.22 0.08
O 1.47145 14.49659 0.07530 -0.15 -0.14 -0.02
F -1.82722 15.05452 -0.78184 0.11 0.05 0.04
H -0.34269 13.87535 0.86999 -0.09 0.09 0.00
H 0.22232 12.92532 -0.51484 0.20 -0.02 0.01
H -0.33853 14.75069 -2.07296 -0.11 -0.01 -0.04
C -8.26057 6.79895 -1.39140 -0.05 -0.05 0.06
C -7.31700 6.13737 -2.37608 0.07 0.26 0.03
O -6.04980 6.48841 -1.85541 0.00 -0.30 0.04
C -6.18169 6.67029 -0.50708 -0.29 0.16 -0.35
O -5.28484 6.73347 0.25317 0.29 -0.13 0.32
O -7.49219 6.76477 -0.18198 -0.14 -0.03 -0.10
F -7.44464 6.63271 -3.63215 0.06 0.02 0.12
H -8.45747 7.83336 -1.67240 0.07 0.02 -0.10
H -9.20005 6.26980 -1.26600 0.05 -0.07 0.17
H -7.39743 5.05022 -2.42047 -0.03 -0.02 -0.11
C -1.20620 8.21383 -7.25802 -0.08 -0.08 -0.01
C -0.01004 7.52318 -6.63091 -0.02 0.30 0.05
O -0.06963 7.99030 -5.29502 0.04 -0.24 -0.07
C -1.36683 8.26871 -5.00714 0.16 0.06 -0.11
O -1.79014 8.42912 -3.91406 -0.02 0.07 0.12
O -2.09757 8.32387 -6.13775 0.01 -0.04 -0.27
F 1.16116 7.90588 -7.19365 -0.06 0.03 0.09
H -0.94189 9.20857 -7.61568 0.11 0.02 0.03
H -1.66627 7.64786 -8.06161 -0.16 -0.06 0.11
H -0.05990 6.43338 -6.63024 0.09 -0.03 -0.05
```
Positions in Å, forces in eV/Å.

## Properties
orbital gap	7.6	eV
total energy	-193759.1138	eV
charge	+1
spin multiplicity	1
lowest unoccupied orbital energy	-4.07	eV